{
  "formula": "C6H8O2",
  "method": "ωB97M-V with the def2-TZVPD basis set",
  "symbols": ["C", "C", "C", "C", "C", "O", "C", "O", "H", "H", "H", "H", "H", "H", "H", "H"],
  "xyz": [[-1.600, 0.828, -1.681], [-0.918, 0.554, -0.494], [-1.183, -0.655, 0.031], [-0.548, -1.433, 0.866], [0.956, -1.054, 1.233], [1.474, -0.554, 0.074], [1.416, 0.774, -0.030], [0.024, 1.433, -0.005], [-1.361, 1.749, -1.975], [-2.333, 0.285, -2.166], [-2.231, -1.012, -0.165], [-0.987, -2.395, 1.053], [1.493, -1.901, 1.412], [0.831, -0.425, 2.063], [1.790, 1.052, -0.988], [2.078, 1.532, 0.665]],
  "forces_ev_per_angstrom": [[2.50, -0.76, 4.63], [-0.89, 3.61, -5.29], [-3.59, -4.17, 2.36], [2.65, -0.42, 0.62], [-4.66, -1.31, -0.80], [1.10, 1.33, -0.52], [0.42, 4.73, 0.25], [1.30, -1.86, 0.39], [0.69, 3.58, -2.05], [-1.30, -1.26, -0.43], [1.13, 0.31, -0.30], [0.14, -0.27, 0.62], [1.37, -2.32, 1.11], [0.78, 1.35, 1.10], [0.16, -0.18, -1.04], [-1.79, -2.37, -0.65]],
  "multiplicity": 1,
  "de_lowest_kj_mol": 395.9,
  "smiles": "C=C1C=CCOCO1",
  "e_homo_ev": -8.30,
  "gap_ev": 9.184,
  "total_charge": 0,
  "molar_mass_da": 112.13,
  "e_lumo_ha": 0.0326
}